Below is a structure of composition C44H63BCrN6O5P2, with properties calculated with wB97M-V/def2-TZVPD.

```
122
C44H63BCrN6O5P2 | the Open Molecules 2025 dataset | wB97M-V/def2-TZVPD
C -0.98722 -4.55810 -2.38516
H 5.62277 -1.22779 -1.79785
C 4.94149 -3.05134 -3.60921
H 3.71346 -2.64694 0.90059
H 0.13454 -7.33062 -0.79749
H -3.31276 -1.95790 -6.26616
C 5.49940 1.06783 -3.47957
C 2.77339 -2.43002 1.40105
C -5.70513 -1.58894 -1.10188
B 0.92158 2.93505 0.30992
H -5.45670 0.48798 -1.59037
H 1.03747 4.82761 -1.76978
H 3.22485 1.55557 -4.93868
H -4.60153 1.17964 0.84550
H -2.76368 2.66522 3.22600
H 5.25599 0.24745 -4.15541
C -4.41736 0.58318 1.73759
C 3.04248 -3.52480 -2.05853
N 0.02065 1.77096 -1.73178
H 0.02741 0.91941 -5.36510
H -6.78102 -1.52056 -1.00951
H 2.02944 -2.28126 0.62105
C -0.69424 -5.89306 -2.15896
H -5.10394 -0.26340 1.73597
C -4.96296 -0.46127 -1.42782
C -0.08033 3.48713 -3.16524
C -2.05715 2.41573 2.45434
H 2.30495 -3.08907 -1.39002
H 3.57835 -4.31086 -1.52352
H 4.35911 -3.45546 -4.43707
H 0.63751 -5.63340 0.93413
C -0.45076 2.16192 -2.92839
C 0.60841 3.87785 -2.04322
H 4.20553 -1.27276 -0.74426
H -2.81023 2.97809 -4.12387
C -0.01886 -2.43205 -5.64838
H -1.19885 -2.48220 -7.43896
P 2.41204 -0.21056 -2.72879
H 5.23151 3.66015 -2.60628
O 1.68006 -0.67182 -1.42871
H 5.16280 2.54658 -1.23385
C 1.92055 -1.26131 3.49671
H 5.54336 -3.85416 -3.18106
C 4.60674 2.93203 -2.08786
P -1.17144 -1.84316 -1.78736
H 5.61199 -2.28453 -3.99691
C 2.89843 -1.20272 2.30571
O 1.54322 0.24410 -3.82047
H 0.10095 -3.28988 0.54973
C -2.94056 -1.77708 -1.37134
H -3.20390 -3.86017 -0.89856
C -1.20077 -2.32922 -6.36770
H 2.32412 -1.90672 4.27674
H 3.64554 3.24530 1.05414
H 5.29699 -2.66964 -0.83754
H 0.95511 -1.70811 3.23689
C 3.82401 1.10270 1.68189
C 4.24397 1.79863 -3.03099
H -3.32736 -1.61209 -3.84129
C -2.79040 1.98743 -3.66707
C -1.38701 1.37771 -3.78694
H 2.52285 -3.98336 -2.90192
C -0.12225 -4.00220 -0.22167
H 0.89927 -2.35836 -3.72678
C 4.02171 -2.46939 -2.54847
H -1.40680 0.35987 -3.40878
C -0.10209 -6.28882 -0.96846
H 3.89887 -1.21899 2.74170
H 1.21677 4.05383 0.61206
N -1.00362 1.32831 0.80038
H 6.15247 1.76388 -4.00767
C -3.68856 -2.90267 -1.03597
H -3.51692 1.36178 -4.18917
H 6.04233 0.67821 -2.61915
H -5.64082 -3.67900 -0.62339
H -0.97000 2.35435 -5.67326
H -1.44229 -4.28008 -3.32490
H 3.70711 3.43409 -1.73236
N 2.02204 1.95867 0.76041
C -0.69724 -3.58652 -1.41943
O 3.27070 -1.43820 -3.24954
H 0.91117 -2.65873 -6.15238
C 3.48006 2.33942 -4.23018
H -4.64168 1.20026 2.60881
C -5.06560 -2.80180 -0.88838
H -0.30767 4.07587 -4.03609
H 2.49691 -3.30879 1.98717
C -2.96755 0.09798 1.79488
H 4.79544 0.99472 2.13232
H -3.11039 2.10344 -2.62925
H -0.92710 -6.62379 -2.92214
H 4.11915 3.06842 -4.73212
H -1.11713 -1.25899 1.32490
C 3.26132 2.24427 1.14929
H 0.33121 -0.94799 1.75676
Cr 0.17821 0.09794 -0.51888
H 2.55629 2.82754 -3.92177
H -2.81731 -0.57180 0.94123
O 3.44029 0.88136 -2.20298
C 0.17840 -5.33922 -0.00091
H -2.98425 -0.02988 3.95756
C -0.02186 -2.24136 -4.27711
H -3.37248 -1.55147 3.15092
N -0.38243 2.51824 1.02667
C 2.82988 0.13025 1.59974
C -0.96457 1.34484 -5.25499
N 1.72849 0.65758 1.02452
C -2.73691 -0.66651 3.10739
H 1.74444 -0.27723 3.93124
H -1.67753 0.74841 -5.82614
N 0.66060 2.85109 -1.19161
C -0.99811 3.17561 2.01081
H -0.63941 4.14118 2.32534
C -2.38662 -2.03227 -5.71140
C 4.83114 -1.86586 -1.41063
O -0.19923 -1.28538 1.01582
H -1.69975 -0.98195 3.25479
C -1.20550 -1.93367 -3.61340
C -2.02282 1.25929 1.67221
C -2.39280 -1.83581 -4.33782
H -3.00438 0.33287 -1.77448
C -3.58528 -0.55233 -1.53906
```

Output
Multiplicity: 4
Net charge: +1
HOMO (alpha / beta): -0.4118 / -0.4115 Eh
<S²>: 3.794
LUMO (alpha / beta): -3.747 / -2.417 eV

Below is a cluster of 5 separate species, C32H57N2O5 in total, with properties calculated with wB97M-V/def2-TZVPD.

```
96
C32H57N2O5 | the Open Molecules 2025 dataset | wB97M-V/def2-TZVPD
H -4.53781 4.24842 1.75402
C 1.41163 1.48792 1.64439
H 2.88959 -1.92734 -4.22884
C -2.51044 4.79903 1.38923
H 0.07112 3.53421 7.03155
H 1.03196 -3.06280 0.47156
C -9.54628 -2.26095 -0.80245
C 4.67418 -0.69315 -0.97548
C 1.57281 -3.99207 0.77100
O -7.21046 -1.83650 -0.88038
H -7.20245 -1.11699 1.51261
N 1.36226 -5.13189 -0.15651
O -2.09174 3.73963 1.80810
H -2.20828 3.46654 4.74369
H -1.68240 6.77066 1.47771
H -3.10472 1.33074 -3.58621
H 1.54653 -4.88470 -1.12696
C -1.48781 4.28610 4.76911
H 3.24980 0.74802 0.68561
O -5.06004 2.81922 -3.12568
H -8.54643 -2.21908 1.86426
H 1.48891 -2.15256 -1.39633
H -3.41991 0.42984 -2.09179
H -5.85432 0.73691 -1.00385
H -6.96933 1.81981 -1.85869
H -2.67161 0.32258 1.96759
H -2.63798 1.37301 0.51324
C 3.13794 -3.80283 1.01784
C 6.49032 0.31247 -2.46470
H 4.48819 -3.91803 -1.32494
H 3.30433 -3.97622 2.12551
H 3.94718 -0.60558 -3.62958
C -0.93294 3.90067 7.25375
C 6.02097 -1.02787 -1.71739
C 3.96877 -1.64938 -4.04006
C 1.51084 -0.35861 -0.16785
C 4.95738 -3.97254 -3.92977
C 3.70984 -2.36440 0.71147
C -1.38929 4.84072 6.16684
C 3.87735 -3.10096 -1.80959
H 5.94315 1.18517 -1.99621
C -8.21644 -1.39735 1.22599
H 1.93973 2.20784 2.31563
C 7.14213 -1.27245 -0.59981
H -1.62849 3.06351 7.33805
H -6.60808 0.22428 -2.54342
O -1.66588 5.99625 6.40770
H -0.90879 4.43300 8.20495
H -9.93489 -3.12076 -0.25355
C 0.02991 -0.44845 -0.07520
C 3.61898 -1.87766 -0.79221
C -0.05667 1.41502 1.71504
C -3.98568 5.10154 1.35846
C 4.70456 -2.64263 -3.07286
H 6.21481 0.32209 -3.54809
C -1.57497 5.86350 0.87956
H 3.94552 -4.42902 -4.14648
C -3.85862 0.77134 -3.03144
H -4.30733 5.28119 0.33075
C -6.19140 1.06613 -1.98836
H 8.15254 -1.27570 -1.10029
H 4.14063 0.18194 -1.45032
H 2.22610 -0.72535 -2.18579
H 3.25883 -1.66270 1.45873
H 4.94912 -0.34341 0.06271
H -8.86978 -0.53273 1.35821
C -5.03927 1.66538 -2.75171
C 2.19808 -1.29255 -1.21033
H -0.50808 3.93724 4.43689
H 1.11075 -4.31891 1.75028
O 6.89757 -2.11827 -3.56396
C -2.28564 0.37644 0.92003
H -4.17263 -0.08395 -3.63277
H -0.54666 5.50985 0.96099
H 1.92425 -5.93977 0.12165
H 5.42162 -3.71343 -4.91187
H -4.19916 5.97509 1.97771
H 7.10577 -0.41833 0.12637
H 6.96309 -2.22832 -0.04543
H 4.81569 -2.40614 0.95754
C 2.14589 0.62111 0.69788
C -8.22519 -1.83209 -0.21726
H 4.44415 -1.60408 -5.06238
H 3.66211 -4.64407 0.50065
H -1.79026 6.07657 -0.16913
H -0.65240 2.07114 2.38869
C -0.71938 0.42251 0.84225
N 6.03388 -2.20816 -2.59748
H -0.57596 -1.14133 -0.70523
H -10.25825 -1.43445 -0.75952
H 5.59631 -4.68269 -3.33234
H 7.57980 0.52732 -2.28140
H 2.90759 -3.53424 -2.15887
H -2.70982 -0.40180 0.23644
H -9.40379 -2.54644 -1.84494
H -1.82669 5.06974 4.09345
```

Output
Multiplicity: 2
Net charge: 0
HOMO (alpha / beta): -0.3147 / -0.3148 Eh
<S²>: 0.754
LUMO (alpha / beta): 0.464 / 0.141 eV

Below is a cluster of 5 separate species, C26H55BrClF3N2O14P2S5 in total, with properties calculated with wB97M-V/def2-TZVPD.

```
109
C26H55BrClF3N2O14P2S5 | the Open Molecules 2025 dataset | wB97M-V/def2-TZVPD
H -0.58404 -1.04928 1.37745
H 7.49959 -3.77432 -0.54868
S -4.81581 3.01368 2.90900
C -1.80172 1.80774 3.24881
C 1.66588 3.02925 7.33567
S 2.47706 -5.99546 2.19450
H 5.12381 -1.13350 -0.74375
H 2.16288 0.54961 -1.36529
H -6.53821 4.35456 2.12983
H -0.27583 -2.03654 -0.02171
O -1.35396 -4.30664 -6.53211
H 7.11964 -4.42546 1.41557
H 3.34969 -3.34531 2.33507
H -9.25538 7.43006 0.14888
O -1.34153 -2.21909 -5.24672
H 1.22190 -3.53083 1.82058
C -8.13690 3.61691 -1.16089
C -2.61948 2.60400 4.24182
O 1.93246 3.92154 6.22885
O 3.48586 2.76118 4.70479
H -2.43089 1.15619 2.64343
O -3.50327 3.56338 3.61668
F 6.52574 -2.47862 -4.59208
O -7.43491 5.62957 0.35455
H 0.85229 -3.58304 -9.00834
Br 0.65549 -0.85740 -2.64604
C 4.19309 0.37311 0.32326
H 3.12160 -1.82103 -2.01234
H -1.11523 -0.47162 -0.16492
P 2.46040 -4.14060 1.60128
H -1.83703 -4.12695 -3.10946
H 1.04997 5.16852 3.95017
H 4.37409 0.11362 -1.74255
S -7.84119 5.34062 -0.98895
O 5.66355 -2.75898 2.26610
H 6.60708 -4.83572 -1.57985
C 2.90058 2.28783 7.80700
H -4.98774 5.21821 2.12881
H 5.00067 -5.01882 1.73349
O -9.33859 5.83290 -1.17827
H -1.22828 -4.85698 -0.11410
F 4.75825 -2.20330 -3.32142
H 0.86583 2.34112 7.05852
H 1.41118 -3.28065 -1.77208
H 0.81277 -5.01736 -7.96391
O 1.04076 2.43522 4.48721
C 6.82267 -2.83228 -2.27139
O -5.53256 2.20380 3.84675
O 2.98244 -2.26786 0.04137
N -0.53871 -4.22286 -0.50914
C 2.05358 4.76277 3.86222
H -1.96221 3.20072 4.87155
H -9.49572 9.19309 -1.63596
C 2.87804 -3.65203 -0.16510
C -9.14108 8.19150 -1.87902
H 3.98297 1.84710 2.01272
H 6.88066 -1.81688 -1.90723
O -7.04600 5.79592 -2.08329
H -8.76236 3.28030 -0.33929
C -5.63255 4.55197 2.69359
H -3.06780 -4.22236 -4.40464
H 2.26965 4.50099 2.82886
H 4.15610 -3.91751 -1.80854
N 5.44311 -3.58195 -0.26837
H -9.49775 7.91986 -2.87194
H 0.70512 -5.82523 -0.29077
H -1.26693 2.47317 2.57213
C 3.00972 -1.36011 -1.03894
H 3.26346 1.59424 7.05067
H 1.20379 -3.44299 -7.28394
H -10.73104 7.23954 -0.78771
C -0.89087 -3.71292 -7.76406
H -5.87266 4.96616 3.66859
C 4.11462 1.15336 1.22307
C 0.58398 -3.95340 -8.01885
C 0.57996 -4.79438 -0.60069
H -1.12906 -2.64825 -7.76257
H 2.66697 1.71945 8.70706
C 1.78765 -0.42422 -1.10709
H -1.07772 1.19247 3.77833
O 0.40158 -3.93314 -4.84001
C 4.22512 -4.17885 -0.76309
C 6.60380 -3.83999 -1.14888
H 1.28693 3.67418 8.12516
H 0.79532 0.77923 0.32077
H 1.63253 -0.54173 1.04444
H -1.48968 -4.18338 -8.54086
H 7.80593 -3.05014 -2.67110
C 4.26390 -0.48348 -0.84536
F 5.52549 -4.22955 -3.69772
Cl 4.30524 -5.98898 -0.83140
H 3.70548 2.98799 8.02812
H -1.85277 -5.52939 -4.21672
C -0.32049 -1.01494 0.32371
H -7.16575 3.12704 -1.12764
H 2.19451 -4.82344 -1.86256
O -4.47559 2.48109 1.62575
C -2.04771 -4.46469 -4.12161
C 5.89884 -2.93026 -3.46000
H -3.20121 1.95289 4.89628
C 1.00846 -0.27705 0.20513
H 2.79617 5.46171 4.23612
H -8.61545 3.44022 -2.11971
H -8.05343 8.21348 -1.91284
S 2.15591 3.27630 4.79692
C 1.78314 -4.10302 -1.16621
P 5.80700 -3.92453 1.37946
S -0.94820 -3.59160 -5.16991
C -9.64549 7.20509 -0.84478
```

Output
Multiplicity: 1
Net charge: 0
HOMO: -0.3168 Eh
LUMO: 0.541 eV

Below is a structure of composition C12H29FN8O15S, with properties calculated with wB97M-V/def2-TZVPD.

```
66
C12H29FN8O15S | the Open Molecules 2025 dataset | wB97M-V/def2-TZVPD
O 1.66672 -3.59929 3.05527
H -0.88156 0.40378 -4.18658
H -1.60439 2.73708 3.46254
C -2.46434 -1.98428 0.83979
H 0.06994 2.41382 2.93435
H -2.72621 -2.76630 0.13399
H -1.28341 3.12507 -1.41156
H -3.02381 3.17511 -1.81428
C -2.02397 2.98632 -2.19178
O -2.04031 4.09651 1.27279
H 3.86469 -1.59982 -3.30836
N 0.44959 -1.66317 2.08449
H -2.18217 -2.41993 1.79493
H 4.53236 -0.62268 2.32440
C 3.20794 -1.86450 -2.48531
O -2.16784 0.73094 -1.73670
H 3.51212 -2.79856 -2.02712
H 1.22640 2.45263 0.40134
C -1.27983 -1.16523 0.30472
C -3.70604 -1.10379 1.11373
N 2.13734 1.47356 -1.20194
H -1.81162 -0.06239 -5.64298
N 1.83817 -2.04107 -3.03322
H -5.28659 -1.36802 2.58873
H -0.42897 4.07942 3.34956
H -4.03207 -0.23232 3.06614
H -3.51313 -0.07306 0.83362
O -0.49372 2.71260 0.68172
N -1.13156 3.33797 1.51371
H -1.80928 3.60284 -3.05648
H 0.83567 -1.15768 0.10908
O 1.33994 -1.08463 -3.58934
C 0.09018 -1.72962 0.64810
O -0.36242 -2.82446 4.19095
O -2.16459 -1.30753 -2.74107
O 2.13497 0.32844 -0.77403
O -0.30595 -0.61283 2.69827
C 5.45144 -0.08808 2.10209
C -0.74005 3.12648 2.93300
N 5.17795 0.80048 0.93894
C -4.21779 -1.18498 2.57231
F -0.48386 -4.05535 2.13362
N 0.69120 0.65303 4.50546
O 4.81220 0.26481 -0.08472
H -4.51396 -1.47016 0.48545
H 6.23569 -0.77732 1.80558
S 0.34992 -3.08684 2.99728
O -1.68076 1.30107 -3.75505
N -2.47819 -0.89097 -3.83797
C -1.37749 -0.40542 -4.71150
O 1.29508 -3.11811 -2.88608
H -3.69193 -1.94279 3.14512
O -3.61122 -0.84357 -4.26272
H 3.01937 2.45990 0.41210
H -1.35915 -1.14417 -0.77785
H -0.69606 -1.23165 -4.86951
H -1.39223 -0.13288 0.62458
H 0.14596 -2.74833 0.27429
O 5.32655 1.99707 1.08618
C 0.39191 0.03766 3.58073
C 2.12726 2.56837 -0.19650
H 2.12909 3.51236 -0.72700
H 5.76170 0.52800 2.93675
H 3.13981 -1.05826 -1.74879
N -1.95422 1.55579 -2.59996
O 2.14540 1.77218 -2.36962
```

Output
Multiplicity: 1
Net charge: 0
HOMO: -0.3514 Eh
LUMO: -0.698 eV

Below is a structure of composition C22H23NO3PtS4SbTe, with properties calculated with wB97M-V/def2-TZVPD.

```
56
C22H23NO3PtS4SbTe | the Open Molecules 2025 dataset | wB97M-V/def2-TZVPD
C 3.54018 -17.67924 5.23337
H -0.11604 -15.94723 6.67614
S 1.16231 -18.98565 8.80021
C -2.92662 -16.46958 9.29436
C 4.60846 -17.75828 6.12448
C 2.54646 -16.99583 3.03074
C -1.20204 -15.09936 8.35133
C 2.29876 -22.26347 3.59967
C 3.02596 -23.24288 4.25606
H 0.19778 -21.16549 2.36894
H 6.64052 -17.19141 6.49838
H 0.71593 -19.80183 3.40755
H 3.67276 -17.98018 8.04919
H -2.41566 -14.51967 10.03415
H 5.41425 -18.43593 7.99669
C 2.56128 -23.68566 5.49207
C 7.25327 -15.77424 4.25144
Te -1.26380 -18.69967 5.88732
H -3.71312 -16.62362 10.04016
H 3.91387 -23.67931 3.80073
O 1.19715 -17.60771 5.66036
H -1.24037 -21.51537 4.48803
S -3.25481 -19.84190 6.14673
S 0.02323 -20.81962 11.86057
H 2.59534 -21.88602 2.61514
H 5.02297 -15.93233 2.72464
C 0.26491 -20.81636 3.42101
C -1.65670 -17.25847 7.40924
C 5.97473 -16.48234 4.57727
H 7.15637 -14.68963 4.47204
O -1.03229 -20.70072 3.96688
Pt 0.56187 -20.48436 6.91360
H 2.70435 -16.22346 2.25376
H 4.15739 -19.50428 7.27899
C 4.46219 -18.46258 7.43368
C 1.15098 -21.75828 4.18228
H -3.25867 -18.37150 8.30549
S -0.77083 -21.78981 8.38708
H 3.06962 -24.48889 6.03067
Sb -0.79979 -19.87368 9.90399
H 7.50126 -15.87241 3.17984
C -0.92049 -16.08128 7.41183
H 1.03018 -23.42415 7.00060
H 1.60179 -16.78919 3.55945
H -0.62324 -14.17052 8.34804
H 2.44685 -17.97335 2.51914
C 1.43856 -23.10207 6.04096
C -2.66414 -17.44707 8.34493
N 0.73326 -22.13979 5.41293
C 2.21792 -18.31978 5.60042
C -2.19740 -15.29326 9.29423
C 4.90358 -16.44735 3.69245
C 3.68503 -17.02991 4.00534
O 2.26594 -19.57922 5.77993
H 8.09231 -16.16138 4.84946
C 5.80794 -17.14838 5.78564
```

Output
Multiplicity: 5
Net charge: -1
HOMO (alpha / beta): -0.1180 / -0.1700 Eh
<S²>: 6.031
LUMO (alpha / beta): 2.344 / 0.385 eV

Below is the ion C6H7N2O5S2 with charge -1, with properties calculated with wB97M-V/def2-TZVPD.

```
22
C6H7N2O5S2 | the Open Molecules 2025 dataset | wB97M-V/def2-TZVPD
H -1.80659 3.38622 -0.20351
C 2.21138 0.53323 0.12040
C 1.71464 -0.80672 0.43431
C 2.28147 -2.04440 -0.16796
C -0.97066 0.35569 0.00107
H 3.19877 0.78971 -0.06811
S -0.36601 -2.29846 -0.22826
O -2.81503 1.41103 -1.59921
H 2.04250 -2.84607 0.50350
O -1.20938 -0.90721 0.22915
O -3.79490 0.70425 0.58633
H 1.57102 2.39422 -0.52435
N -0.14310 1.27573 -0.25384
C 1.01481 -1.43364 -0.83006
H -2.34021 3.17890 1.24559
H 1.44989 -1.00897 1.52580
C 1.24089 1.41280 -0.30135
H 3.36810 -2.20591 -0.38374
S -2.69242 1.22758 -0.16697
O -1.20707 -2.92356 -1.24786
N -2.43076 2.86558 0.31939
O -0.31733 -3.05999 1.00968
```

Output
Multiplicity: 3
Net charge: -1
HOMO (alpha / beta): -0.0898 / -0.1797 Eh
<S²>: 2.018
LUMO (alpha / beta): 3.122 / 0.772 eV

Across the entries above, largest force on an atom takes the values 0.50, 3.31, 1.59, 8.68, 1.29, 6.16 eV/Å, respectively.